# 1
The following is a DFT calculation (the ωB97M-V functional and the def2-TZVPD basis) of a single C3H5N3S molecule in a non-equilibrium geometry.

Structure (XYZ):
```
12
Properties=species:S:1:pos:R:3:lowdin_charge:R:1
H -0.336 1.750 2.947 0.05
N -1.245 1.854 2.472 0.09
C -1.099 1.222 1.377 -0.36
N -0.015 0.403 1.042 0.07
C -0.120 -0.024 -0.174 -0.19
N 0.877 -0.821 -0.660 -0.03
C 0.973 -1.373 -1.914 -0.72
S 2.326 -2.025 -2.522 0.65
H -1.955 1.250 0.656 0.11
H -1.010 0.063 -0.816 0.14
H 1.609 -0.975 0.003 0.13
H -0.005 -1.325 -2.412 0.07
```

Structure (SMILES): [H]/N=C\N=C\NC=S
Spin multiplicity: 1
Gap between HOMO and LUMO (eV): 8.74
Relative energy (zero: lowest compared OMol25 entry of this formula, charge and spin) (kcal per mole): 29.2
Net charge: 0


# 2
The following is a DFT calculation (the ωB97M-V functional and the def2-TZVPD basis) of a molecular structure, C14H29N2NbO4P in a non-equilibrium geometry.

Structure (XYZ):
```
51
Properties=species:S:1:pos:R:3:lowdin_charge:R:1
C -1.845 3.972 -1.991 -0.12
C -1.484 2.419 -2.133 -0.21
N -2.442 1.469 -1.498 -0.12
C -2.038 1.032 -0.128 -0.27
C -1.824 -0.563 -0.167 -0.38
Nb 0.285 -1.289 0.242 1.30
C 0.049 -0.771 2.470 -0.38
C 1.001 -1.628 3.446 -0.33
C 2.564 -1.310 3.316 -0.23
C 2.918 0.265 3.376 -0.21
O 3.178 0.860 2.069 -0.09
C 4.475 0.454 1.641 -0.26
O 4.997 0.882 0.581 0.01
O 1.200 0.550 -0.215 -0.36
C 1.749 0.601 -1.489 -0.49
N 2.064 0.784 -2.636 0.10
P 0.565 -2.166 -2.183 0.62
C -0.357 -3.851 -2.343 -0.42
C 2.380 -2.622 -2.535 -0.43
C -3.841 1.891 -1.592 -0.39
C -4.633 2.826 -0.573 -0.03
O -4.505 1.446 -2.582 0.01
H -1.920 4.311 -0.905 0.07
H -2.831 4.275 -2.503 0.08
H -1.003 4.582 -2.483 0.08
H -1.392 2.139 -3.251 0.13
H -0.438 2.271 -1.697 0.10
H -1.117 1.619 0.247 0.10
H -2.845 1.225 0.679 0.10
H -2.562 -1.043 0.587 0.03
H -2.150 -0.940 -1.195 0.03
H 1.911 -2.030 0.584 -0.10
H -0.434 -2.941 0.612 -0.10
H -1.045 -0.988 2.776 0.04
H 0.204 0.357 2.617 0.04
H 0.701 -1.351 4.530 0.09
H 0.819 -2.758 3.336 0.09
H 3.069 -1.780 2.400 0.07
H 3.075 -1.785 4.237 0.11
H 3.906 0.336 3.968 0.11
H 2.126 0.856 3.964 0.13
H 5.107 -0.308 2.228 0.16
H -1.443 -3.705 -2.646 0.02
H 0.249 -4.492 -3.081 0.02
H -0.235 -4.372 -1.322 0.00
H 3.030 -2.043 -1.776 0.01
H 2.599 -3.739 -2.499 0.03
H 2.677 -2.188 -3.565 0.02
H -4.682 2.400 0.499 0.08
H -4.129 3.859 -0.463 0.07
H -5.698 2.982 -0.956 0.08
```

Spin multiplicity: 1
Gap between HOMO and LUMO (eV): 6.55
Net charge: -1